Below is 3 unconnected molecules or ions with the total composition C3H9NO4 in a non-equilibrium geometry, with properties calculated with ωB97M-V with the def2-TZVPD basis set.

```
17
Properties=species:S:1:pos:R:3:forces:R:3
O -0.005807 0.130889 3.260859 -0.56 0.19 -0.48
O -0.531498 -1.632582 -2.287163 0.55 -0.40 -0.24
O -1.290865 2.581455 -0.912247 -0.25 -0.39 -0.40
O -0.227169 -3.329001 1.045139 2.09 1.13 0.50
N -0.742196 0.540419 -1.835827 0.61 1.20 0.76
C -0.522028 1.660651 -1.026492 0.90 -0.38 0.23
C -0.037936 -0.673092 -1.754438 -1.33 -0.50 -0.13
C 0.825829 1.630537 -0.375752 1.77 0.81 -0.42
H -0.470240 0.442629 4.046124 0.14 -0.05 0.03
H 0.897860 -0.798767 -1.136224 -0.87 0.86 -0.52
H 1.591239 1.250540 -1.102376 -0.65 0.21 0.77
H -0.668909 0.249032 2.555751 0.41 -0.16 0.39
H 0.604472 -2.849332 1.381151 -1.94 -1.13 -0.66
H 1.144760 2.648775 -0.130804 -0.35 -0.04 -0.14
H 0.926693 1.103669 0.563224 -0.32 -0.51 0.12
H 0.036129 -3.639325 0.166481 -0.16 0.06 0.16
H -1.530340 0.683503 -2.457400 -0.04 -0.91 0.03
```
Positions in Å, forces in eV/Å.

Computed properties:
E_HOMO: -10.532 eV
energy relative to the best compared isomer or geometry (same formula, charge and spin): 8.9 kcal per mole
SMILES string: CC(=O)NC=O.O.O

Atomic partial charges in e from the natural (NBO) method, atoms 1 to 4: number 1, O, carries -0.941; number 2, O, carries -0.550; number 3, O, carries -0.556; number 4, O, carries -0.940

=====

Below is a molecular structure, C24H50Cl2MnO4P2Si2 in a non-equilibrium geometry, with properties calculated with ωB97M-V with the def2-TZVPD basis set.

```
85
Properties=species:S:1:pos:R:3:forces:R:3
Mn 0.128715 0.451100 0.184288 -1.61 0.94 0.04
Cl 2.500986 -1.460879 2.353519 0.80 1.58 -0.04
Cl -2.109525 -3.903870 2.283644 -1.59 -0.04 0.30
P -0.960238 1.570087 2.178340 -0.31 -0.17 -0.30
P 1.414928 -2.182756 -1.561083 -1.10 0.83 -0.03
Si -2.590358 2.907200 -0.047185 0.37 -0.28 0.31
Si -0.007458 -0.600674 -3.851825 0.19 0.35 0.88
O 0.584408 -1.314463 -0.610574 0.76 -0.84 0.04
O -1.868984 -4.906600 1.203546 0.40 0.86 0.39
O -2.355759 -2.536386 1.661465 0.53 -1.16 -0.27
O -0.955111 -3.803720 3.211788 0.25 0.03 -0.83
C 3.017974 -1.447785 -2.069919 -0.31 0.14 -0.05
C -0.139450 0.681936 -2.490900 0.08 0.48 0.03
C 0.973454 -3.927531 0.491918 -0.32 0.18 0.61
C -2.520110 0.848798 4.436839 0.01 0.03 0.15
C -2.645728 2.022451 1.634255 -0.33 0.36 -0.05
C -1.377618 1.089499 -1.942196 0.48 -0.25 0.01
C 1.761479 -3.777927 -0.781937 0.51 0.23 -0.15
C 0.387174 -2.283714 -3.051419 0.30 -0.68 -0.23
C 0.254033 2.328785 -0.879465 -0.28 -0.06 -1.09
C 0.882867 1.444923 -1.825644 -0.76 0.49 -0.08
C 3.756562 -2.393362 -3.025544 0.12 -0.04 -0.05
C 1.863970 0.353481 1.530877 0.75 -2.74 1.77
C 3.915708 -1.091005 -0.883002 0.08 -0.02 0.12
C -0.894095 -0.830562 3.534419 -0.05 -0.03 0.07
C -0.189331 3.210368 2.684886 -0.42 -0.43 -0.43
C -1.631601 -0.701025 -4.755097 -0.12 -0.09 -0.09
C 1.359900 -0.088649 -5.004504 0.09 -0.03 -0.38
C 1.507526 -4.920925 -1.734598 0.02 -0.49 -0.27
C -1.164328 0.633287 3.775423 0.57 0.73 0.02
C -2.257849 4.732786 0.180662 -0.15 0.22 -0.08
C -1.183632 2.090856 -0.953390 0.70 -0.20 0.08
C -1.055932 3.893594 3.732546 0.03 0.40 0.24
C -4.199130 2.665783 -0.958983 -0.05 -0.01 -0.07
C 1.251177 3.091612 3.175906 0.18 0.11 0.04
H 1.960661 2.921571 2.361691 -0.12 -0.04 0.06
H 2.240758 0.305250 -4.484112 -0.18 -0.06 -0.14
H 2.692032 0.907621 1.101501 0.00 -0.12 0.25
H -1.911127 0.299739 -5.114378 0.03 -0.26 0.06
H -0.195346 3.800027 1.757985 0.04 -0.05 0.26
H -2.936529 5.148297 0.941992 0.20 -0.01 -0.23
H -3.231509 1.095239 1.501671 0.33 0.17 0.04
H -4.457339 1.599807 -1.033423 0.02 0.28 -0.01
H -0.096173 -3.850580 0.320555 -0.03 -0.03 0.02
H 1.935112 1.462680 -2.097482 -0.16 -0.02 0.18
H 3.554065 -0.210294 -0.339168 0.11 -0.27 -0.24
H -0.374906 1.040291 4.432534 -0.23 -0.02 -0.05
H 1.151439 -4.902465 0.941593 0.03 -0.14 -0.09
H 2.824147 -3.727568 -0.519294 0.09 -0.12 -0.14
H 4.922172 -0.869443 -1.267911 -0.24 -0.01 0.21
H 0.454350 -4.965275 -2.010603 -0.04 -0.04 0.02
H -0.572376 -2.737107 -2.733525 0.41 0.12 -0.04
H 3.180573 -2.629589 -3.930199 0.13 0.06 0.23
H -1.062964 -1.387579 4.449728 -0.01 -0.18 0.17
H -2.540340 0.260168 5.355170 -0.06 -0.02 0.02
H -3.328101 0.492776 3.799087 -0.02 -0.05 0.01
H -2.717312 1.888582 4.705235 -0.02 -0.07 -0.08
H -3.184310 2.647516 2.365917 0.19 -0.35 -0.10
H 4.012165 -3.335254 -2.514565 -0.02 0.28 -0.21
H 1.413640 0.698822 2.459361 0.30 -0.10 -0.63
H 1.378422 2.298168 3.921162 -0.02 0.12 -0.05
H 0.957270 0.707511 -5.647844 0.23 -0.15 0.09
H -2.430185 -1.073441 -4.099291 0.15 0.08 -0.18
H 2.753986 -0.518121 -2.601583 0.09 -0.35 0.12
H -2.078063 4.088129 3.397622 0.14 -0.11 0.03
H -1.552095 -1.373963 -5.620073 -0.09 0.14 0.17
H 2.098210 -4.867724 -2.647845 0.05 0.03 -0.11
H 0.742955 3.138942 -0.344143 -0.09 -0.16 -0.09
H 0.132537 -1.028301 3.234313 -0.05 -0.04 -0.07
H 1.542448 4.032083 3.658323 -0.03 -0.14 -0.06
H -0.615997 4.866806 3.978570 -0.05 -0.08 0.02
H -1.091904 3.307400 4.657405 0.01 0.12 -0.15
H 1.256308 -3.182199 1.236247 -0.25 -0.22 -0.24
H 1.675435 -0.923266 -5.646136 -0.02 0.23 0.06
H -2.346573 0.684201 -2.241515 0.29 0.13 0.19
H -4.118631 3.085083 -1.973859 -0.11 -0.13 0.28
H 4.692973 -1.902083 -3.330974 -0.25 -0.25 0.01
H -1.223711 4.963052 0.469394 -0.31 -0.02 -0.13
H 1.756215 -5.856126 -1.235590 -0.02 -0.08 0.00
H 1.489989 -0.545872 0.941723 -0.50 1.24 -0.38
H -5.008685 3.185404 -0.425296 0.14 -0.16 -0.19
H 0.849192 -2.954981 -3.802728 -0.28 0.21 0.30
H -1.572484 -1.241140 2.787672 0.17 -0.03 0.04
H 3.993007 -1.917625 -0.162069 0.07 0.25 -0.20
H -2.468025 5.230117 -0.779904 0.11 -0.01 0.32
```
Positions in Å, forces in eV/Å.

Computed properties:
E_HOMO (alpha / beta): -7.294 / -7.295 eV
<S²>: 3.861
multiplicity: 4
energy relative to the best compared isomer or geometry (same formula, charge and spin): 83.0 kcal per mole

Atomic partial charges in e from the Mulliken method, atoms 1 to 4: number 1, Mn, carries 0.814; number 2, Cl, carries -0.224; number 3, Cl, carries 0.894; number 4, P, carries -0.046

=====

Below is a molecular structure, C33H33AlFN8O3S, with properties calculated with ωB97M-V with the def2-TZVPD basis set.

```
80
Properties=species:S:1:pos:R:3:forces:R:3
S -0.170218 -1.993595 1.497205 0.04 -0.04 0.01
Al -0.070914 -0.913094 -0.483425 0.21 -0.24 0.00
F 5.838683 -3.340812 -2.347306 0.04 0.04 0.02
O -0.245227 0.801168 -0.520370 -0.07 0.08 0.01
O 1.577233 -1.176861 -1.121405 -0.24 0.18 0.08
O 0.396831 2.875222 -1.015167 -0.01 0.03 -0.01
N 7.739959 -1.296502 -2.839891 -0.09 0.09 0.00
N -9.597227 -0.406970 -4.837307 -0.09 0.02 -0.03
N 4.202601 1.882961 -1.942234 -0.03 -0.05 0.04
N -3.332210 -1.811366 -2.669725 -0.04 0.03 -0.03
N 10.434238 -1.757677 -3.636543 -0.02 -0.01 -0.02
N -2.645801 -0.982415 1.552058 0.07 -0.08 -0.08
N -1.448827 -1.605490 -1.574988 0.09 -0.20 -0.21
N -2.450888 -3.230411 2.021382 0.06 0.07 0.03
C 3.730327 -0.470613 -1.757407 0.03 0.01 -0.02
C 8.221465 -0.789946 -4.117782 -0.01 0.01 -0.06
C -6.836292 -0.762073 1.603881 0.00 -0.01 -0.01
C 5.103012 3.033089 -2.225616 -0.05 -0.12 0.10
C -6.207024 -1.657303 0.748723 0.00 0.00 -0.01
C -4.653587 -1.507828 -3.164398 0.21 -0.12 0.08
C 5.956764 0.266554 -2.412935 -0.13 -0.11 0.08
C -4.087005 -0.935013 1.582487 0.12 0.06 0.06
C -2.590562 -1.008904 -1.910182 -0.04 0.15 0.14
C -8.529558 -0.646169 -4.493772 0.13 -0.03 0.06
C 9.709621 -0.503727 -4.054836 0.15 -0.09 0.03
C -6.085784 0.048306 2.443817 0.04 0.00 0.01
C -2.634435 -2.991029 -2.845628 0.01 -0.01 -0.06
C -5.544557 -2.550555 -3.356391 -0.17 0.07 0.01
C -5.000772 -0.190458 -3.412493 -0.13 0.01 -0.11
C -6.283819 0.090314 -3.850210 0.04 0.00 0.02
C 6.400669 -1.040292 -2.492430 0.05 -0.05 0.02
C -1.903885 -2.073880 1.700990 -0.07 0.11 0.01
C 0.637166 1.707230 -0.939888 0.03 -0.11 0.06
C 2.377336 -0.171303 -1.382872 -0.01 -0.11 0.04
C 9.898538 -2.286484 -2.328781 0.13 0.07 -0.09
C -7.195035 -0.944660 -4.044810 -0.08 0.04 -0.03
C 2.950016 2.140865 -1.602309 0.00 -0.07 0.02
C 4.177557 -1.800244 -1.846171 -0.04 0.01 0.03
C -4.700552 -0.037574 2.442026 -0.08 -0.05 -0.02
C 4.634341 0.564536 -2.048778 0.09 0.16 -0.07
C 5.182352 3.329950 -3.709369 0.04 0.03 -0.03
C -4.822545 -1.742914 0.724566 -0.06 0.02 0.02
C -1.470967 -2.860422 -2.168715 -0.09 0.02 0.06
C 2.000289 1.170868 -1.313995 0.01 0.19 -0.03
C 5.460182 -2.062682 -2.209480 0.12 0.00 -0.09
C 8.406883 -2.533205 -2.456793 -0.05 -0.04 0.01
C -6.823703 -2.264027 -3.805495 0.07 -0.06 0.03
H -2.897739 -0.027574 -1.589327 0.02 0.02 0.00
H 2.658894 3.181952 -1.540680 -0.03 0.00 0.01
H 6.071160 2.810686 -1.781481 0.00 0.03 -0.02
H -4.107310 0.580445 3.103070 0.01 0.02 0.02
H -6.576533 0.743064 3.110782 -0.01 0.01 0.00
H 10.110815 -0.196514 -5.019203 -0.05 0.02 0.01
H 8.053326 -2.874397 -1.487766 -0.04 0.00 0.02
H 11.437864 -1.575455 -3.558287 -0.04 0.01 0.01
H -7.915234 -0.697529 1.616666 -0.01 0.00 0.00
H -6.575653 1.110631 -4.054165 -0.02 0.00 -0.01
H 10.328813 -2.472522 -4.363064 0.00 0.02 0.03
H -4.326079 -2.431583 0.051061 0.02 -0.01 -0.02
H -5.273522 -3.575055 -3.143545 0.04 -0.01 0.01
H -3.422433 -3.282835 2.299484 -0.01 -0.02 -0.01
H -1.863548 -4.039737 2.146893 -0.02 -0.01 -0.02
H 9.946975 0.245379 -3.300723 -0.04 0.02 -0.03
H 4.695850 3.873231 -1.667250 0.01 0.03 -0.06
H -3.007506 -3.792826 -3.455508 -0.01 -0.02 -0.02
H -7.534701 -3.063273 -3.961189 -0.02 0.01 -0.01
H -6.794842 -2.287056 0.094912 -0.01 0.00 -0.01
H -0.658676 -3.559055 -2.070644 0.02 0.00 0.00
H 8.017636 -1.510567 -4.924460 0.01 0.00 -0.01
H 5.543200 2.472595 -4.277557 0.01 -0.02 0.00
H 3.501633 -2.620371 -1.650888 -0.01 0.01 0.00
H 5.863081 4.162829 -3.877804 0.00 0.01 0.00
H 8.224132 -3.342049 -3.176317 0.00 -0.01 0.00
H 10.120015 -1.525430 -1.582006 -0.03 -0.03 0.02
H 10.445408 -3.198622 -2.097581 -0.06 -0.02 0.03
H 6.660392 1.060597 -2.602504 0.03 0.02 -0.01
H 4.206097 3.609725 -4.102306 -0.02 0.01 0.00
H 7.712124 0.133354 -4.384911 0.00 -0.01 0.02
H -2.146298 -0.102532 1.545428 -0.03 0.00 -0.02
H -4.291698 0.618054 -3.304456 0.06 -0.01 0.02
```
Positions in Å, forces in eV/Å.

Computed properties:
E_HOMO: -15.388 eV
net charge: +3

Atomic partial charges in e from the Mulliken method, atoms 1 to 4: number 1, S, carries -0.397; number 2, Al, carries 0.209; number 3, F, carries -0.326; number 4, O, carries -0.309

=====

Below is 19 unconnected molecules or ions with the total composition H39O19 in a non-equilibrium geometry, with properties calculated with ωB97M-V with the def2-TZVPD basis set.

```
58
Properties=species:S:1:pos:R:3:forces:R:3
O -1.258198 -2.137856 -2.426255 0.70 -0.43 0.37
O 3.327766 -0.237898 2.731115 0.09 -1.07 1.92
O -0.621294 -0.329119 1.510018 0.73 -2.56 -1.28
O 3.880716 -1.632543 -1.789767 -0.07 -0.21 2.08
O -2.278860 2.534256 -3.317917 -0.37 -0.18 1.03
O 1.257741 2.429112 2.312297 2.01 -1.85 -0.87
O 1.830096 3.980063 0.192532 -0.84 1.08 -0.11
O -3.249522 -0.477518 -1.118058 0.44 -0.13 -0.26
O -1.172769 -1.244171 3.797804 -1.11 -0.25 -0.05
O 0.822340 -3.059529 2.597039 -0.66 0.82 -2.40
O -3.728871 -1.900093 1.905874 -0.43 -0.19 -0.27
O 1.030237 -3.447203 -1.559601 -0.53 -0.46 -0.04
O 3.550386 1.863631 1.077170 -0.82 -3.63 1.80
O -0.221404 0.632639 -3.121714 -1.06 -0.74 -0.18
O -1.556009 2.099921 -1.109028 -1.10 0.13 0.81
O -3.239989 0.631752 1.147828 0.27 -0.43 1.34
O 0.986390 -0.916060 -1.068006 0.70 -0.44 0.00
O 2.252479 -0.956323 -3.370246 -0.64 -1.37 -1.03
O -1.083159 1.916446 1.605157 -0.44 -1.02 1.22
H 0.286131 0.833989 -2.342292 0.19 0.83 0.25
H -1.430626 2.942004 -1.611113 -0.42 -1.16 0.72
H -2.005548 -2.332130 -2.992653 -0.30 -0.49 -0.15
H 4.163666 -0.370332 3.230837 -0.16 0.39 -0.81
H 2.532960 -1.019967 -4.302419 -0.33 0.69 0.21
H -0.121925 1.724735 1.893211 0.36 1.31 0.30
H 1.996156 4.929665 0.305187 -0.22 -0.24 -0.02
H -3.629951 -0.936937 1.900300 0.10 -0.13 -0.21
H 1.095277 -3.285838 3.471454 0.55 -0.96 0.49
H 4.535517 -2.000843 -1.182305 0.54 -0.39 -0.42
H 3.435013 1.284001 0.301069 0.23 0.63 -0.06
H -2.500839 1.798692 -1.334364 2.25 0.93 0.37
H 0.123115 -3.139021 -1.883745 -1.29 -0.26 -0.63
H 2.189735 2.042862 1.956712 -2.77 1.54 0.90
H -2.903130 -2.304307 2.153953 0.34 -0.24 0.19
H 1.100606 -0.569485 -1.982213 -0.08 -0.20 0.13
H -0.057038 -0.718366 2.186722 0.52 0.25 1.04
H 3.315160 -1.214938 -1.106511 0.14 0.18 -0.78
H -1.112583 0.979533 -2.886949 0.80 0.25 -0.30
H 2.667445 3.643337 -0.092685 0.88 -0.51 -0.07
H -1.877117 -0.994341 3.180452 0.38 0.39 0.13
H 0.173095 -0.583054 -0.670614 0.01 0.18 -0.03
H 2.712816 -0.563837 3.435099 0.09 0.58 -1.06
H 3.348906 1.049252 1.811441 1.45 2.33 -1.83
H 1.169494 3.116834 1.632343 0.20 0.47 0.09
H -4.102976 -0.863575 -1.300058 -0.74 -0.05 -0.26
H 1.092088 -3.655881 1.863336 0.15 0.16 1.76
H -1.576199 0.964222 1.938919 1.30 3.05 -2.69
H -2.861193 -1.155228 -0.544028 -0.03 0.19 0.01
H -3.609189 1.274412 1.742142 -0.67 0.81 -0.01
H -1.013515 -1.241329 -2.692563 0.37 0.49 -0.15
H 2.425452 -1.885519 -3.108730 0.53 0.90 -0.07
H -1.752823 3.198544 -3.737803 0.01 0.31 -1.35
H 1.388663 -2.528805 -1.553670 0.99 1.29 0.47
H -2.830317 2.000931 -3.866270 -0.41 0.21 -1.38
H -3.449477 0.796238 0.231818 -0.40 0.02 -0.39
H -1.676386 -1.916388 4.270780 0.47 -0.22 0.72
H -1.006894 2.146532 0.612040 -1.20 -1.06 0.85
H -0.761663 -1.195160 1.076929 -0.65 0.48 -0.04
```
Positions in Å, forces in eV/Å.

Computed properties:
E_HOMO (alpha / beta): -16.304 / -16.304 eV
<S²>: 0.754
multiplicity: 2
net charge: +2
energy relative to the best compared isomer or geometry (same formula, charge and spin): 26.9 kcal per mole

Atomic partial charges in e from the natural (NBO) method, atoms 1 to 4: number 1, O, carries -0.992; number 2, O, carries -0.949; number 3, O, carries -0.971; number 4, O, carries -0.939